# 1
C4H12 | the ωB97M-V functional and the def2-TZVPD basis

CARTESIAN COORDINATES (ANGSTROEM)
C1 0.055 2.113 1.440
C2 0.166 0.811 1.990
H1 0.857 2.821 1.871
H2 0.439 2.255 0.380
H3 -0.913 2.562 1.550
H4 1.162 0.398 1.884
H5 -0.198 0.655 3.041
H6 -0.765 0.331 1.554
C3 -0.754 -1.681 -1.332
C4 0.493 -1.259 -2.125
H7 -1.308 -0.798 -0.964
H8 -1.381 -2.268 -1.976
H9 -0.481 -2.159 -0.390
H10 0.356 -0.286 -2.563
H11 1.410 -1.247 -1.528
H12 0.590 -1.865 -3.001

Computed properties:
HOMO-LUMO gap (spin up / spin down) ... 11.2 / 3.6 eV
HOMO energy (spin up / spin down) ... -14.8053 / -14.7293 eV
Net charge ... +1
Energy above the lowest of the compared OMol25 structures with the same formula, charge and spin ... 53.7 kJ/mol
2S+1 ... 2
E_tot ... -159.1494 a.u.

---

# 2
C4H12B4FO6 | the ωB97M-V functional and the def2-TZVPD basis

CARTESIAN COORDINATES (ANGSTROEM)
C1 2.430 0.307 -2.356
O1 2.018 1.105 -1.259
B1 0.867 1.803 -1.485
O2 0.915 3.186 -1.481
B2 -0.666 1.089 -1.720
O3 -1.417 1.425 -2.867
B3 -2.543 0.657 -3.065
O4 -2.704 -0.502 -2.332
B4 -2.434 -0.120 -1.025
F1 -3.378 -0.038 -0.155
O5 -1.136 0.234 -0.753
H1 1.741 -0.523 -2.547
H2 2.475 0.907 -3.270
H3 3.412 -0.107 -2.156
H4 0.326 3.497 -2.186
H5 -3.399 1.011 -3.811
C2 0.050 -1.195 1.710
C3 -0.104 -1.755 3.142
C4 0.867 -0.980 4.062
O6 0.223 -3.065 3.151
H6 1.069 -1.330 1.335
H7 -0.635 -1.693 1.020
H8 -0.175 -0.117 1.680
H9 -1.137 -1.465 3.474
H10 1.905 -1.113 3.744
H11 0.777 -1.323 5.096
H12 0.653 0.104 4.054

Computed properties:
HOMO-LUMO gap ... 4.2 eV
HOMO energy ... -2.0870 eV
Net charge ... -1
E_tot ... -810.6848 a.u.

---

# 3
C4H12BBr4Na3 | the ωB97M-V functional and the def2-TZVPD basis

CARTESIAN COORDINATES (ANGSTROEM)
Na1 -3.545 -1.834 2.379
Na2 -3.752 -2.945 -1.353
Na3 -1.033 -3.590 0.503
B1 -2.161 -1.089 0.313
H1 -1.602 -0.081 0.004
H2 -2.164 -1.795 -0.666
H3 -1.563 -1.563 1.228
H4 -3.298 -0.808 0.604
Br1 2.911 0.778 -2.933
C1 1.006 0.851 -3.208
C2 0.244 1.263 -1.983
Br2 0.813 2.971 -1.255
H5 0.706 -0.144 -3.539
H6 0.802 1.511 -4.049
H7 0.333 0.557 -1.163
H8 -0.812 1.397 -2.216
Br3 1.569 -1.182 0.643
C3 1.079 0.367 1.720
C4 2.237 0.783 2.591
Br4 1.592 2.173 3.760
H9 0.239 0.083 2.351
H10 0.736 1.160 1.060
H11 3.065 1.172 2.004
H12 2.598 -0.037 3.204

Computed properties:
HOMO-LUMO gap ... 4.8 eV
HOMO energy ... -13.8601 eV
Net charge ... +2
Energy above the lowest of the compared OMol25 structures with the same formula, charge and spin ... 43.5 kJ/mol
E_tot ... -10966.8613 a.u.

---

# 4
C4H12BNS | the ωB97M-V functional and the def2-TZVPD basis

CARTESIAN COORDINATES (ANGSTROEM)
B1 0.352 0.315 0.344
C1 0.520 1.828 0.690
C2 -2.026 0.239 -0.769
C3 -1.584 -1.794 0.455
C4 3.066 -0.180 -0.308
N1 -1.532 -0.416 0.456
S1 1.358 -0.891 -0.501
H1 1.468 2.201 1.142
H2 -0.373 2.442 1.230
H3 0.540 2.193 -0.405
H4 -3.011 -0.209 -0.853
H5 -2.084 1.360 -0.615
H6 -1.328 0.051 -1.564
H7 -1.152 -2.467 -0.336
H8 -1.406 -2.045 1.587
H9 -2.660 -2.184 0.275
H10 3.038 -0.142 0.820
H11 3.120 0.708 -0.906
H12 3.694 -1.009 -0.743

Computed properties:
HOMO-LUMO gap ... 8.1 eV
HOMO energy ... -7.8058 eV
Energy above the lowest of the compared OMol25 structures with the same formula, charge and spin ... 207.5 kJ/mol
E_tot ... -637.3038 a.u.

---

# 5
C4H12Cl2N3O7Sn | the ωB97M-V functional and the def2-TZVPD basis

CARTESIAN COORDINATES (ANGSTROEM)
Sn1 -18.476 -9.133 10.864
O1 -16.715 -11.080 11.906
H1 -16.100 -11.817 11.726
C1 -19.136 -14.034 12.436
N1 -20.101 -13.053 11.810
O2 -21.063 -13.474 11.198
O3 -19.828 -11.846 11.878
H2 -19.329 -14.117 13.506
H3 -18.146 -13.591 12.323
H4 -19.285 -15.002 11.956
C2 -13.756 -10.151 12.597
N2 -14.114 -9.999 11.138
O4 -13.685 -10.920 10.408
O5 -14.726 -9.021 10.717
H5 -13.297 -11.123 12.780
H6 -14.620 -9.993 13.242
H7 -13.053 -9.339 12.783
C3 -17.511 -13.289 9.026
N3 -18.288 -12.661 7.946
O6 -19.060 -11.792 8.212
O7 -18.025 -13.052 6.810
H8 -17.982 -14.268 9.119
H9 -17.574 -12.762 9.978
H10 -16.488 -13.371 8.660
C4 -14.974 -13.963 12.242
Cl1 -13.576 -14.687 13.135
Cl2 -15.834 -15.193 11.234
H11 -15.740 -13.477 12.847
H12 -14.449 -13.249 11.606

Computed properties:
HOMO-LUMO gap ... 6.1 eV
HOMO energy ... -13.5929 eV
Net charge ... +1
Energy above the lowest of the compared OMol25 structures with the same formula, charge and spin ... 176.1 kJ/mol
E_tot ... -1984.5431 a.u.

---

# 6
C4H12ClNP | the ωB97M-V functional and the def2-TZVPD basis

CARTESIAN COORDINATES (ANGSTROEM)
C1 -0.955 -0.843 1.466
C2 1.448 0.676 0.417
C3 -0.738 1.356 -0.504
C4 -0.393 -1.003 0.093
N1 0.213 0.265 -0.376
P1 1.088 0.040 -2.102
Cl1 -0.384 -0.761 -3.248
H1 -1.739 -0.011 1.694
H2 -1.476 -1.786 1.724
H3 -0.223 -0.829 2.418
H4 2.129 -0.120 0.587
H5 1.890 1.578 0.076
H6 1.043 0.943 1.421
H7 -1.244 1.333 -1.432
H8 -1.546 1.275 0.364
H9 -0.116 2.304 -0.474
H10 -1.116 -1.218 -0.614
H11 0.425 -1.737 0.024
H12 1.692 -1.464 -1.531

Computed properties:
HOMO-LUMO gap (spin up / spin down) ... 6.7 / 7.5 eV
HOMO energy (spin up / spin down) ... -10.5067 / -15.6808 eV
Net charge ... +1
Energy above the lowest of the compared OMol25 structures with the same formula, charge and spin ... 106.4 kJ/mol
2S+1 ... 3
E_tot ... -1015.4467 a.u.

---

E_tot of number 2 (C4H12B4FO6)?
-810.6848 a.u.

---

E_tot of number 5 (C4H12Cl2N3O7Sn)?
-1984.5431 a.u.

---

Which of these has the highest E_tot?
C4H12

---

Please write out number 5 again, unchanged.
C4H12Cl2N3O7Sn | the ωB97M-V functional and the def2-TZVPD basis

CARTESIAN COORDINATES (ANGSTROEM)
Sn1 -18.476 -9.133 10.864
O1 -16.715 -11.080 11.906
H1 -16.100 -11.817 11.726
C1 -19.136 -14.034 12.436
N1 -20.101 -13.053 11.810
O2 -21.063 -13.474 11.198
O3 -19.828 -11.846 11.878
H2 -19.329 -14.117 13.506
H3 -18.146 -13.591 12.323
H4 -19.285 -15.002 11.956
C2 -13.756 -10.151 12.597
N2 -14.114 -9.999 11.138
O4 -13.685 -10.920 10.408
O5 -14.726 -9.021 10.717
H5 -13.297 -11.123 12.780
H6 -14.620 -9.993 13.242
H7 -13.053 -9.339 12.783
C3 -17.511 -13.289 9.026
N3 -18.288 -12.661 7.946
O6 -19.060 -11.792 8.212
O7 -18.025 -13.052 6.810
H8 -17.982 -14.268 9.119
H9 -17.574 -12.762 9.978
H10 -16.488 -13.371 8.660
C4 -14.974 -13.963 12.242
Cl1 -13.576 -14.687 13.135
Cl2 -15.834 -15.193 11.234
H11 -15.740 -13.477 12.847
H12 -14.449 -13.249 11.606

Computed properties:
HOMO-LUMO gap ... 6.1 eV
HOMO energy ... -13.5929 eV
Net charge ... +1
Energy above the lowest of the compared OMol25 structures with the same formula, charge and spin ... 176.1 kJ/mol
E_tot ... -1984.5431 a.u.